Below is a molecular structure, C16H55BN3O12Y in a non-equilibrium geometry, with properties calculated with ωB97M-V/def2-TZVPD.

Structure (XYZ):
```
88
Properties=species:S:1:pos:R:3:forces:R:3
Y 1.699 -0.749 -3.681 0.024 -0.480 0.871
B -0.210 -1.194 -0.690 -0.042 0.111 -0.404
H -0.483 -1.985 -1.371 -1.174 -3.255 -2.913
H -0.512 -0.233 -1.077 -1.572 3.964 -1.564
H -0.589 -1.406 0.297 -1.667 -0.703 3.895
H 0.866 -1.146 -0.620 4.587 0.049 0.230
O 5.162 -5.245 -6.163 -3.243 -2.218 1.572
C 4.039 -6.101 -5.786 3.364 1.713 -1.940
C 3.293 -6.015 -4.304 -0.525 3.559 2.145
O 3.030 -4.754 -3.654 0.422 -2.442 -2.249
H 4.355 -7.134 -5.928 0.586 -0.761 1.206
H 3.341 -6.145 -6.622 -1.225 1.280 0.145
H 3.885 -6.555 -3.565 0.631 -0.477 -0.402
H 2.336 -6.522 -4.426 -0.220 -0.414 -0.550
O 7.673 -0.123 -5.480 -0.290 2.709 3.164
C 7.746 0.942 -4.477 0.321 -2.531 -3.722
C 6.997 0.862 -3.011 -2.215 -3.408 0.709
O 5.922 -0.073 -2.818 2.486 2.872 -0.934
H 7.426 1.859 -4.971 -1.136 0.359 0.035
H 8.813 1.154 -4.402 0.446 -0.135 1.135
H 6.790 1.851 -2.604 -0.374 0.600 -0.542
H 7.828 0.512 -2.399 0.536 -0.417 0.085
C -2.608 2.946 4.424 -0.836 0.647 0.046
C -2.114 2.349 5.722 0.122 -0.149 -2.248
C -2.627 0.920 5.855 1.925 0.819 1.031
O -1.865 0.365 6.965 -0.601 0.265 0.452
C -2.596 0.430 8.178 -0.822 -1.268 -0.279
N -0.693 2.428 5.556 1.552 0.166 1.803
H -2.453 4.024 4.477 -0.501 0.116 -0.017
H -3.650 2.656 4.290 -0.179 0.437 -0.457
H -2.009 2.670 3.557 -0.104 -0.594 0.135
H -2.388 2.983 6.565 -0.139 -0.150 0.149
H -2.263 0.375 4.984 -0.561 -0.163 -0.110
H -3.709 0.959 5.984 -0.071 -0.692 0.147
H -2.997 1.393 8.493 0.117 0.390 -0.441
H -2.098 0.011 9.052 0.795 0.073 -0.393
H -3.413 -0.268 7.997 -0.677 0.172 0.462
H -0.305 2.116 6.435 0.502 0.056 0.218
H -0.276 1.788 4.895 -0.506 -0.142 -0.525
C 3.140 -1.996 4.253 -0.074 -0.656 1.371
C 2.963 -3.524 4.058 -1.933 2.237 -0.220
C 1.845 -4.039 5.055 1.743 1.345 -1.159
O 1.748 -5.430 4.906 0.720 0.897 -0.716
C 1.147 -6.010 5.976 -1.305 -0.243 1.363
N 2.562 -3.648 2.639 -0.366 -1.338 0.626
H 3.930 -1.625 3.600 -0.416 0.218 -0.062
H 3.374 -1.767 5.293 0.742 -0.142 0.224
H 2.183 -1.475 4.211 -0.062 0.051 -1.010
H 3.939 -3.976 4.232 -0.278 -0.506 0.033
H 0.913 -3.481 4.963 -0.627 -0.329 -1.185
H 2.068 -3.620 6.036 0.884 -1.055 0.881
H 1.213 -7.097 5.926 0.250 0.105 0.104
H 0.094 -5.739 6.051 -0.600 -0.124 -0.345
H 1.520 -5.569 6.901 0.614 -0.515 0.438
H 1.827 -3.001 2.395 0.268 1.146 0.119
H 1.955 -4.455 2.633 0.414 -1.083 -0.497
C -3.288 6.286 -1.571 -0.512 0.149 -0.501
C -3.494 5.611 -2.920 -0.182 0.696 -0.804
C -4.799 6.125 -3.744 0.552 0.794 1.056
O -4.860 5.637 -5.045 -0.496 -0.928 -2.818
C -6.061 5.892 -5.905 0.034 -0.407 2.567
N -2.279 5.872 -3.714 -0.569 -0.170 -1.073
H -2.266 6.067 -1.263 -0.176 -0.190 0.258
H -4.028 5.962 -0.839 0.179 0.054 0.132
H -3.347 7.366 -1.704 -0.128 0.177 0.129
H -3.455 4.535 -2.751 -0.654 -0.102 -0.237
H -4.664 7.202 -3.847 0.182 0.521 0.403
H -5.758 6.015 -3.238 -0.023 -0.520 0.450
H -6.623 6.752 -5.539 0.355 0.464 -0.039
H -6.762 5.077 -5.726 0.123 -0.349 -0.072
H -5.942 5.973 -6.986 1.074 0.013 0.307
H -1.958 6.829 -3.735 -0.120 0.505 0.924
H -2.634 5.827 -4.658 0.381 -0.711 -0.692
O -0.555 -3.059 -5.664 -0.104 0.260 0.109
H -0.878 -2.998 -6.562 0.019 0.096 -0.262
H -0.787 -3.944 -5.384 0.148 -0.294 0.212
O -4.176 -1.379 0.175 -0.522 0.082 0.172
H -3.232 -1.227 0.144 0.635 0.065 -0.062
H -4.325 -2.095 -0.443 0.079 -0.122 -0.134
O -1.108 -5.439 0.209 -0.117 -0.328 0.290
H -1.981 -5.368 -0.175 -0.142 0.115 -0.072
H -0.515 -5.167 -0.491 0.315 0.255 -0.183
O 2.101 2.990 -2.589 0.011 -0.147 -0.119
H 2.342 3.326 -1.726 0.128 -0.057 0.284
H 1.679 3.730 -3.026 -0.180 0.132 -0.186
O -1.091 1.149 -5.199 0.118 -0.149 0.050
H -0.982 1.865 -5.824 0.177 0.224 -0.166
H -2.037 1.092 -5.062 -0.294 -0.093 0.167
```
Forces are in eV/Å.

Lowest unoccupied orbital energy = 2.2 eV
Multiplicity = 1
Orbital gap = 2.2 eV
ΔE to the lowest compared entry with this formula, charge and spin = 1068.9 kJ/mol
Charge = -2
Highest occupied orbital energy = -0.06 eV



Below is 12 unconnected molecules or ions with the total composition C16H56N16O12 in a non-equilibrium geometry, with properties calculated with ωB97M-V/def2-TZVPD.

Structure (XYZ):
```
100
Properties=species:S:1:pos:R:3:forces:R:3
N -1.472 -2.064 2.071 2.201 2.478 -4.574
C -1.341 -2.109 3.341 2.587 2.457 4.125
N -2.227 -2.979 3.796 -0.138 -0.685 5.580
O -0.444 -1.295 4.111 -4.448 -4.330 -3.706
H -0.953 -1.309 1.576 -0.283 -0.374 -0.018
H -2.022 -2.658 1.480 -0.336 -0.325 0.190
H -2.227 -3.020 4.846 -0.328 -0.440 -1.619
H -2.846 -3.594 3.274 0.523 0.550 0.102
N -0.013 0.459 -6.203 0.827 -0.085 -4.305
C -0.393 0.456 -4.929 -5.797 0.906 0.297
N 0.497 -0.034 -4.141 2.839 -1.240 2.677
O -1.609 0.789 -4.569 4.035 -0.652 -1.276
H -0.623 0.948 -6.895 0.828 -1.003 1.065
H 0.680 -0.268 -6.577 -1.682 1.848 0.927
H 0.301 -0.139 -3.155 -0.313 0.043 0.532
H 1.488 -0.136 -4.366 -0.987 0.221 -0.239
N 1.518 -0.266 0.091 2.362 0.696 1.895
C 0.278 -0.086 -0.206 -2.974 1.296 -7.747
N -0.498 0.163 0.804 -0.652 0.937 3.451
O -0.233 -0.071 -1.498 2.072 -0.771 5.638
H 2.228 -0.155 -0.601 0.576 0.130 -1.014
H 1.822 0.092 1.093 -0.431 -0.922 -2.306
H -1.429 0.426 0.626 -1.350 0.410 -0.754
H -0.128 0.661 1.720 -0.808 -0.876 -1.639
N -3.985 0.022 2.193 0.275 -2.453 3.825
C -4.181 0.483 0.999 -5.764 8.457 -1.536
N -3.416 0.035 0.081 1.595 -0.970 -1.934
O -4.983 1.571 0.750 3.408 -5.071 1.645
H -4.649 0.242 2.925 0.090 -0.165 -0.233
H -3.326 -0.769 2.320 -0.888 0.980 0.102
H -3.476 0.540 -0.778 0.007 0.043 -1.318
H -3.197 -0.934 0.110 0.405 -0.673 -0.682
N 2.340 0.563 2.376 5.306 -3.201 -0.680
C 1.554 1.517 2.666 0.422 11.860 2.277
N 0.333 1.215 3.107 -1.651 -0.141 1.885
O 1.940 2.860 2.605 -2.008 -6.939 -0.235
H 3.358 0.738 2.167 -1.706 0.456 0.379
H 2.237 -0.288 2.921 -0.135 -0.200 0.250
H -0.176 2.050 3.471 0.366 -1.082 -0.503
H 0.103 0.275 3.590 0.321 1.300 -0.672
N 0.388 -3.960 0.245 -4.444 -0.193 3.068
C 1.407 -3.827 -0.518 3.051 -5.837 -6.156
N 2.147 -2.747 -0.386 1.794 0.201 -0.494
O 1.715 -4.855 -1.427 -1.064 4.933 4.196
H -0.232 -4.786 0.136 0.922 1.170 -0.067
H 0.056 -3.163 0.840 0.536 -1.441 -0.915
H 2.941 -2.742 -1.041 -1.170 0.243 0.715
H 1.760 -1.858 -0.034 0.395 -0.686 -0.259
N 4.504 -1.835 4.469 4.964 -0.086 -2.096
C 3.269 -1.611 4.721 -3.354 -0.586 8.386
N 2.453 -1.828 3.717 -1.991 -0.596 -3.062
O 2.862 -1.449 6.037 1.626 -0.045 -6.817
H 5.129 -1.436 5.146 0.442 -0.300 0.041
H 4.878 -2.097 3.512 -0.727 0.656 1.945
H 1.476 -1.958 3.959 -0.261 -0.012 -0.165
H 2.794 -2.091 2.746 -0.646 0.065 2.042
N 3.600 -0.762 -3.773 -0.969 1.343 -2.802
C 3.886 -1.057 -2.548 0.431 5.500 5.482
N 4.282 -2.264 -2.317 0.548 -2.449 0.135
O 3.860 -0.099 -1.548 0.101 -4.562 -4.233
H 3.651 0.271 -3.923 -0.426 -1.514 -0.596
H 3.527 -1.550 -4.460 0.290 1.887 0.536
H 4.740 -2.400 -1.451 0.410 -0.578 0.637
H 4.229 -2.985 -3.031 0.291 0.081 0.568
C -4.045 -3.185 -2.397 1.872 -0.671 -0.316
C -2.972 -2.123 -2.456 0.989 -0.033 -3.960
O -2.266 -1.990 -1.293 0.378 -1.123 2.272
H -4.520 -2.834 -1.506 -1.472 -0.692 0.478
H -3.560 -4.209 -2.290 -0.762 1.201 0.167
H -4.607 -3.181 -3.344 -0.187 0.127 0.725
H -3.395 -1.153 -2.705 -0.421 0.124 -0.207
H -2.251 -2.349 -3.332 -0.843 0.281 1.130
H -1.820 -1.141 -1.296 0.925 0.498 -0.482
C 2.346 2.920 -1.387 -0.554 -2.084 3.910
C 3.457 3.026 -0.322 -0.521 -3.101 -0.575
O 4.663 2.464 -0.909 0.681 4.317 0.748
H 2.229 1.891 -1.768 0.276 0.505 0.030
H 2.471 3.604 -2.111 0.504 2.289 -2.805
H 1.437 3.155 -0.837 -0.482 0.084 -0.208
H 3.249 2.340 0.521 -0.478 0.188 -0.317
H 3.458 3.944 0.231 0.950 1.010 -0.529
H 4.457 1.574 -0.912 -0.297 -2.978 -0.448
C -1.352 2.840 -1.801 -0.264 0.924 0.975
C -2.835 2.869 -2.141 0.633 0.881 1.193
O -3.213 1.597 -2.523 -2.466 -0.628 2.228
H -1.047 3.814 -1.438 0.279 0.380 -0.005
H -0.654 2.483 -2.521 0.100 0.048 -1.332
H -1.145 2.144 -1.014 -0.314 -0.387 0.800
H -3.040 3.580 -2.933 -0.049 0.335 -0.262
H -3.426 3.227 -1.226 0.632 -0.801 -1.201
H -2.806 1.392 -3.329 1.391 -0.756 -2.070
C -1.642 4.508 2.542 0.963 -1.397 -1.010
C -2.309 3.274 1.885 -2.095 0.776 0.051
O -2.523 2.353 2.952 1.001 -0.287 0.525
H -1.681 5.408 1.954 -0.034 0.246 -0.439
H -0.573 4.276 2.756 -0.548 0.161 -0.311
H -2.082 4.697 3.483 -0.792 0.193 0.985
H -1.771 2.880 1.035 0.949 -0.374 0.027
H -3.331 3.395 1.415 0.896 0.798 0.597
H -3.095 1.619 2.708 0.043 0.282 -0.305
```
Forces are in eV/Å.

Lowest unoccupied orbital energy = -0.5 eV
Multiplicity = 1
Orbital gap = 8.8 eV
ΔE to the lowest compared entry with this formula, charge and spin = 1099.5 kJ/mol
Charge = 0
Highest occupied orbital energy = -9.31 eV
SMILES = NC(N)=O.NC(N)=O.NC(N)=O.NC(N)=O.NC(N)=O.NC(N)=O.NC(N)=O.NC(N)=O.CCO.CCO.CCO.CCO



Question: Which value of ΔE to the lowest compared entry with this formula, charge and spin does entry 2 give?
Answer: 1099.5 kJ/mol



Question: Which formula does entry 1 have?
Answer: C16H55BN3O12Y



Question: Look up the charge of the second one.
Answer: 0